Entry 1:
80
Properties=species:S:1:pos:R:3:mulliken_charge:R:1 method="wB97M-V/def2-TZVPD" total_energy_ev=-41490.51650 e_lumo_ev=-2.023 charge=+1 smiles="CCN[C@H]1[N@H+](CCCCO)C[C@](N)(CCO)[C@H](CCN(CC)C(C)=O)[C@]1(OCC)[C@@H](C)F" e_homo_ev=-11.45
C -5.16045 -0.86657 0.46958 -1.55
C -3.68911 -0.75362 0.82539 0.27
N -3.00854 0.11660 -0.11228 -0.04
C -1.58857 0.25785 -0.10246 -2.79
N -1.07790 0.24700 1.31908 1.00
C -1.34882 1.57510 1.97906 -1.19
C -1.57779 1.41873 3.47655 -0.52
C -1.46286 2.74543 4.25391 -0.94
C -1.85663 3.98715 3.47365 -0.55
O -3.16075 3.90879 2.90828 -0.50
C 0.37192 -0.09444 1.45503 -2.81
C 0.62012 -1.46609 0.85469 3.14
N -0.51922 -2.28289 1.34572 -0.51
C 1.98079 -2.06315 1.31367 -1.47
C 2.82644 -1.20556 2.25819 -0.84
O 2.27173 -1.13795 3.56994 -0.56
C 0.47628 -1.39912 -0.68226 -1.13
C 1.78662 -1.09990 -1.45074 -2.91
C 2.71014 0.05030 -1.04619 -0.43
N 3.73801 0.24189 -2.10111 0.30
C 3.71542 1.57376 -2.72746 -0.51
C 2.73822 1.62019 -3.90725 -1.00
C 5.02004 -0.06492 -1.52718 0.60
C 5.69078 0.98328 -0.68689 -1.13
O 5.49721 -1.14853 -1.69044 -0.55
C -0.85617 -0.67825 -1.14601 2.00
O -1.78587 -1.70954 -1.44618 -0.54
C -1.59034 -2.44645 -2.64734 0.01
C -2.50399 -3.66780 -2.60970 -1.35
C -0.68751 0.23081 -2.37847 -0.74
C -1.96156 0.83091 -2.93968 -1.83
F 0.15671 1.28411 -1.97381 -0.32
H -5.64949 -1.58137 1.13185 0.43
H -5.28468 -1.18556 -0.56386 0.37
H -5.67131 0.09014 0.60715 0.37
H -3.61712 -0.40834 1.87124 -0.05
H -3.22032 -1.73914 0.77323 0.12
H -3.49543 0.97088 -0.33078 0.53
H -1.36414 1.27580 -0.41589 1.17
H -1.58701 -0.43029 1.88444 0.75
H -0.51687 2.23896 1.74728 0.30
H -2.24154 1.99341 1.51565 0.88
H -2.57117 0.98936 3.63620 0.37
H -0.86554 0.70574 3.90020 0.36
H -0.42830 2.87618 4.58361 0.37
H -2.06427 2.68823 5.16446 0.37
H -1.16295 4.17001 2.64952 0.26
H -1.78705 4.85932 4.13064 0.40
H -3.71181 3.33865 3.45322 0.34
H 0.59071 -0.07448 2.52274 1.16
H 0.94061 0.70005 0.97334 -0.03
H -0.41859 -3.23089 0.99572 0.39
H -0.43471 -2.37269 2.35783 0.31
H 1.76167 -2.97401 1.88018 0.61
H 2.60258 -2.38052 0.48002 0.22
H 2.89893 -0.17296 1.92018 0.38
H 3.84365 -1.60503 2.28922 0.45
H 2.35798 -2.00589 3.98176 0.41
H 0.27628 -2.44120 -0.94040 0.73
H 1.60346 -0.99567 -2.51671 0.56
H 2.39084 -2.00734 -1.38351 0.83
H 2.17939 0.98658 -0.88676 0.29
H 3.23064 -0.20145 -0.11921 0.22
H 4.71826 1.77084 -3.11083 0.51
H 3.49646 2.36871 -2.00367 0.32
H 2.24397 2.58893 -3.97583 0.32
H 1.98623 0.83855 -3.82135 0.10
H 3.26887 1.45395 -4.84450 0.38
H 6.43248 0.50548 -0.05343 0.37
H 4.96339 1.51438 -0.06876 0.30
H 6.16216 1.73377 -1.32251 0.35
H -0.54387 -2.75919 -2.74173 0.27
H -1.82379 -1.82921 -3.51981 0.37
H -2.88868 -3.78325 -1.59547 0.27
H -3.37151 -3.52917 -3.25462 0.38
H -1.98027 -4.57219 -2.90912 0.35
H -0.15993 -0.29830 -3.17033 1.03
H -2.77749 0.10883 -2.88621 0.37
H -1.81559 1.11842 -3.97924 0.49
H -2.25950 1.70585 -2.36239 0.36

Entry 2:
14
Properties=species:S:1:pos:R:3:nbo_charge:R:1 method="wB97M-V/def2-TZVPD" total_energy_ev=-6688.23998 e_above_lowest_kcal_mol=52.3 e_lumo_ev=1.004 smiles=CNC(N)N e_homo_ev=-8.45
C 1.61738 -0.59774 -0.17372 -0.43
N 0.61305 0.35229 -0.61677 -0.78
C -1.12977 0.21042 -0.09730 0.32
N -1.28478 -0.78078 0.86117 -0.82
N -1.12724 1.50381 0.42245 -0.91
H 1.51621 -0.73645 0.91020 0.18
H 2.62651 -0.21582 -0.35848 0.20
H 1.54176 -1.57894 -0.65682 0.16
H 0.64843 0.43358 -1.63216 0.35
H -1.69264 0.01896 -1.01123 0.17
H -0.82193 -0.57918 1.73773 0.38
H -1.11020 -1.72441 0.54640 0.37
H -1.43697 2.16972 -0.27661 0.36
H 0.04021 1.52456 0.34513 0.43

Entry 3:
12
Properties=species:S:1:pos:R:3:nbo_charge:R:1 method="wB97M-V/def2-TZVPD" total_energy_ev=-12185.39132 e_above_lowest_kcal_mol=186.7 e_lumo_ev=-0.084 e_homo_ev=-8.68
C 0.17519 -0.63264 -0.11655 0.22
C -0.35860 0.84444 -0.05904 0.62
H 3.31574 0.06428 1.21380 0.30
H 1.67901 1.17588 -0.40470 0.42
H 1.75122 -1.94094 0.08592 0.40
H -2.17798 1.18517 0.40212 0.38
N 2.59952 0.16924 -0.13653 -0.64
N 1.49879 -0.96220 -0.17387 -0.48
N -0.76592 -1.37173 0.25976 -0.14
N -1.75825 0.66471 -0.31184 -0.34
O -1.96065 -0.75851 0.06544 -0.21
O 0.14984 1.85159 0.22128 -0.53

Entry 4:
97
Properties=species:S:1:pos:R:3:mulliken_charge:R:1 method="wB97M-V/def2-TZVPD" total_energy_ev=-98250.72146 e_above_lowest_kcal_mol=10.5 e_lumo_ev=2.259 charge=-1 e_homo_ev=-2.43
Be -0.80650 -0.18350 0.65200 0.95
N 1.59920 1.00800 -1.00670 -0.14
P 2.32220 -0.48440 -0.52380 0.75
C 4.00240 0.19140 -0.19900 0.10
C 5.17390 -0.18060 -0.84910 -0.68
C 6.37390 0.41020 -0.49100 -0.70
C 6.42090 1.34010 0.53510 -0.75
C 5.26340 1.68170 1.21660 -0.62
C 4.06320 1.11390 0.84170 -0.14
C 2.63140 -1.17970 -2.20240 0.71
C 2.52080 -0.44930 -3.37760 -0.44
C 2.65230 -1.07150 -4.60480 -0.62
C 2.91490 -2.42920 -4.67350 -0.53
C 3.05390 -3.16320 -3.50570 -0.66
C 2.90290 -2.54290 -2.27900 -0.79
P 0.04720 1.48710 -0.49130 0.29
C 0.40360 3.17590 0.07420 0.52
C 0.16620 3.52080 1.39730 -0.39
C 0.45700 4.79970 1.83740 -0.67
C 0.97100 5.73740 0.95530 -0.54
C 1.19090 5.39940 -0.37070 -0.98
C 0.91930 4.11830 -0.81110 -0.46
C -0.79810 1.80640 -2.06570 1.13
C -0.75140 0.84560 -3.07640 -0.07
C -1.62650 0.90820 -4.14260 -1.10
C -2.59340 1.89910 -4.19300 -0.66
C -2.64440 2.86140 -3.19460 -0.66
C -1.74690 2.82830 -2.14790 -0.92
H 2.26650 1.77670 -1.01200 0.50
H 5.15590 -0.91930 -1.63990 0.38
H 7.28000 0.14470 -1.02020 0.40
H 7.36290 1.79430 0.80830 0.39
H 5.28850 2.38260 2.03870 0.39
H 3.15450 1.36430 1.36720 0.32
H 2.31630 0.61000 -3.32800 0.43
H 2.54600 -0.49690 -5.51420 0.42
H 3.01060 -2.91780 -5.63360 0.38
H 3.27340 -4.22250 -3.56080 0.42
H 2.99070 -3.10580 -1.35680 0.61
H -0.26490 2.78500 2.06120 0.39
H 0.26790 5.07000 2.86660 0.47
H 1.19540 6.73860 1.29830 0.40
H 1.56050 6.14090 -1.06550 0.44
H 1.07760 3.85020 -1.84800 0.48
H -0.03210 0.04340 -3.01230 0.04
H -1.56890 0.16580 -4.92570 0.46
H -3.31290 1.91710 -4.99840 0.37
H -3.40420 3.62900 -3.21680 0.39
H -1.78360 3.59060 -1.38030 0.40
F -3.13110 -2.29180 0.37610 -0.39
C -3.49470 -1.01180 0.13560 0.68
C -2.61690 0.00880 0.47390 -1.04
C -3.12510 1.27700 0.24900 0.86
F -2.37980 2.33670 0.63720 -0.27
C -4.35370 1.54820 -0.33980 -0.30
F -4.76780 2.81090 -0.57030 -0.42
C -5.16780 0.48690 -0.70660 0.81
F -6.36100 0.71540 -1.29270 -0.34
C -4.74850 -0.80820 -0.42880 -0.09
F -5.56070 -1.84680 -0.72720 -0.33
C 0.25350 -0.41850 1.94820 -2.61
C 1.25000 -0.44220 2.66700 2.00
C 2.40410 -0.48500 3.45730 0.70
C 2.92690 0.73650 3.97980 0.12
C 2.46230 1.98470 3.51010 0.44
C 3.01990 3.17180 3.92210 -0.06
C 4.03770 3.18840 4.86700 -0.86
C 4.44310 1.98010 5.42000 -0.67
C 3.89750 0.78850 5.00110 -0.81
C 3.00560 -1.77480 3.65690 0.24
C 4.39410 -1.98090 3.79170 -0.33
C 4.91860 -3.24370 3.95560 -0.85
C 4.09850 -4.36490 4.00180 -0.62
C 2.72940 -4.18770 3.85990 -0.95
C 2.19710 -2.93120 3.67810 -0.37
H 1.65240 1.98960 2.79490 -0.48
H 2.66900 4.10280 3.49230 0.32
H 4.48680 4.12050 5.18930 0.37
H 5.20230 1.97680 6.19500 0.38
H 4.19710 -0.12850 5.48680 0.61
H 5.06810 -1.13770 3.72780 0.55
H 5.99170 -3.37050 4.03610 0.37
H 4.52110 -5.35180 4.14650 0.39
H 2.08120 -5.05760 3.91330 0.36
H 1.12670 -2.79750 3.58740 0.68
S -0.41210 -1.60590 -1.03490 -0.31
C -0.15140 -3.01850 -0.20180 -0.01
N -0.34830 -3.23780 1.09460 0.31
C -0.12720 -4.62590 1.44350 0.03
C 0.43100 -5.23210 0.13700 -0.58
N 0.19900 -4.17010 -0.81660 -0.10
H -0.38240 -2.45490 1.74690 0.20
H -1.08080 -5.09250 1.72200 0.34
H 0.56860 -4.71820 2.27790 -0.32
H -0.11270 -6.13330 -0.15750 0.32
H 1.49750 -5.47430 0.21690 0.34
H 0.58830 -4.16470 -1.74170 0.29

Entry 5:
29
Properties=species:S:1:pos:R:3:nbo_charge:R:1 method="wB97M-V/def2-TZVPD" total_energy_ev=-18665.09366 e_above_lowest_kcal_mol=93.5 e_lumo_ev=0.214 smiles="NCNCC=O.O.O.O.O.O" e_homo_ev=-9.17
N 1.14019 -1.87444 -1.88146 -0.89
C -0.31018 -1.71837 -1.79484 -0.06
N -0.83321 -1.43621 -0.38967 -0.66
C -1.33076 -0.06885 -0.11096 -0.33
C -2.24211 -0.06573 1.05655 0.41
O -3.44121 -0.30300 0.89689 -0.50
H 1.53746 -1.53384 -2.66410 0.39
H 1.31785 -2.90566 -1.56829 0.38
H -0.83980 -2.67068 -1.98823 0.19
H -0.57000 -0.86415 -2.51684 0.18
H -0.06638 -1.86773 0.25319 0.37
H -0.46633 0.57366 0.00944 0.19
H -1.81075 0.22916 -1.08786 0.21
H -1.65881 -0.07266 1.91938 0.14
O 2.67584 0.88618 2.24643 -0.94
H 2.60549 0.10939 2.75736 0.47
H 2.56357 0.66055 1.39451 0.49
O 0.02475 1.59136 2.49624 -0.96
H 0.91403 1.36452 2.48990 0.49
H -0.10402 2.20469 3.06950 0.46
O 0.17594 1.37509 -2.74465 -0.89
H 0.34625 0.71326 -2.02181 0.46
H -0.60850 1.14183 -2.99015 0.45
O -2.17937 3.12604 0.54929 -0.92
H -2.90682 2.63964 0.95372 0.46
H -1.52640 2.67401 1.02756 0.47
O 2.44009 -1.04756 0.49885 -1.01
H 2.10456 -1.08267 -0.43857 0.50
H 3.04865 -1.77782 0.57866 0.47